No. 1
The following is a DFT calculation (wB97M-V/def2-TZVPD) of C10H11Cl3O in the gas phase in a non-equilibrium geometry.

Results
SMILES: C=CC1=CC[C@](OC)(C(Cl)(Cl)Cl)C=C1
LUMO (eV): -0.001
Total energy (eV): -50159.4417
Kohn-Sham gap (Ha): 0.302
HOMO (eV): -8.2077
Molar mass (g/mol): 253.6

XYZ file:
```
25
Properties=species:S:1:pos:R:3:forces:R:3:nbo_charge:R:1
C 1.15595 -3.76045 1.02162 1.0107 -0.2310 0.0223 -0.393
C 0.12039 -3.01873 0.60847 -1.3909 -1.8772 0.7506 -0.192
C 0.01315 -1.56017 0.46599 -3.9224 0.0716 0.2452 -0.119
C -1.22051 -0.93250 0.72847 4.2034 -1.5511 -0.4786 -0.076
C -1.22088 0.49720 0.60878 0.0396 2.5128 0.6646 -0.520
C -0.36909 1.15448 -0.47122 -3.0200 -0.6737 -1.4680 0.321
O -0.31930 2.48950 -0.11125 2.5533 -0.2906 -0.6164 -0.536
C 0.96613 2.99344 -0.60680 -0.8790 0.7863 0.4093 -0.269
C -1.47392 1.14515 -1.93862 1.4565 -0.9280 1.0006 -0.195
Cl -2.85832 0.01335 -1.81633 0.1006 0.0731 0.1453 -0.009
Cl -2.04293 2.73344 -2.14469 -0.8142 1.2568 -0.2790 0.060
Cl -0.58686 0.66297 -3.38513 0.3745 -0.1259 -0.3565 -0.001
C 0.85545 0.37459 -0.82788 0.0957 0.0006 -0.1291 -0.265
C 0.96012 -0.86246 -0.34743 0.6885 0.6886 0.3146 -0.170
H 1.36691 -4.86858 1.15944 -1.3727 1.4402 -0.4012 0.220
H 2.06090 -3.23229 1.28614 0.2946 0.3279 -0.1131 0.180
H -0.88395 -3.50151 0.47141 1.0854 0.1613 -0.0472 0.206
H -2.09310 -1.35245 1.14745 -0.5342 -1.0097 0.4350 0.215
H -2.24195 0.89894 0.53790 0.3564 0.0427 0.1186 0.242
H -0.77150 0.95721 1.53765 -0.5124 -0.5188 -0.4830 0.254
H 1.76040 2.38531 -0.11856 -0.3193 0.5490 -0.7750 0.194
H 1.03642 4.02328 -0.20889 -0.0251 -0.4458 -0.5637 0.205
H 0.93062 2.95589 -1.74049 0.5098 0.1515 1.3600 0.193
H 1.61089 0.66227 -1.57783 -0.7464 0.2097 0.5681 0.240
H 1.81794 -1.41228 -0.63193 0.7677 -0.6201 -0.3233 0.216
```
Forces are in eV/Å.

***

No. 2
The following is a DFT calculation (wB97M-V/def2-TZVPD) of 2 unconnected molecules or ions with the total composition C10H11ClF3NO in a non-equilibrium geometry.

Results
LUMO (eV): 0.412
Total energy (eV): -34759.7059
Kohn-Sham gap (Ha): 0.289
HOMO (eV): -7.4648
Molar mass (g/mol): 253.7

XYZ file:
```
27
Properties=species:S:1:pos:R:3:forces:R:3:nbo_charge:R:1
C -1.63530 0.24353 2.31777 0.0417 0.3939 -0.0935 -0.410
N -0.35288 -0.42686 2.52467 0.8508 0.1448 0.0623 -0.392
C -0.33971 -1.88628 2.64123 0.1543 -0.1342 -0.1195 -0.421
C 0.75682 0.26004 2.27449 -0.8014 0.0786 -0.3948 0.294
Cl 2.28937 -0.39067 2.73064 -0.7141 0.1837 -0.4061 0.087
H -2.42861 -0.50158 2.40791 0.1209 0.3035 -0.0304 0.220
H -1.77478 1.02940 3.07100 -0.0433 -0.2156 -0.1255 0.210
H -1.66989 0.70726 1.32309 -0.0119 -0.2179 0.1290 0.229
H -1.38114 -2.21478 2.64502 0.3097 -0.0882 0.0317 0.213
H 0.18458 -2.33505 1.78750 -0.1641 0.1151 0.1766 0.241
H 0.15001 -2.19385 3.57244 -0.1288 0.0631 -0.1958 0.216
H 0.70050 1.34250 2.29444 0.0233 -0.2396 0.1259 0.231
F 1.14606 -2.34109 -2.83298 -0.0311 0.3280 0.7993 -0.334
C 1.06458 -1.60367 -1.68606 0.3012 -0.1885 0.1200 0.989
F 0.21560 -2.28370 -0.84356 0.6097 0.1253 -0.4449 -0.348
F 2.30223 -1.63101 -1.10630 -0.8133 -0.3325 -0.4511 -0.328
C 0.58539 -0.21328 -1.92758 0.1397 0.3964 1.1411 -0.272
C 0.52070 0.66066 -0.76926 -0.8280 0.6482 -1.6886 0.401
O 0.97508 0.27477 0.36530 0.8794 -1.0681 1.3795 -0.736
C -0.01936 1.95705 -0.99652 0.2612 -0.4739 0.0898 -0.293
C -0.34867 2.38384 -2.27380 -0.0660 -0.2293 -0.1300 -0.190
C -0.21552 1.52972 -3.37260 -0.0047 -0.0741 -0.2603 -0.294
C 0.24293 0.22060 -3.19156 -0.1948 0.5395 0.0367 -0.149
H -0.12052 2.60863 -0.12914 0.0498 0.0123 -0.2191 0.192
H -0.71549 3.40143 -2.41546 0.0649 -0.2613 -0.0090 0.209
H -0.47047 1.86586 -4.37782 0.0490 -0.0106 0.3127 0.211
H 0.33848 -0.46347 -4.03287 -0.0542 0.2016 0.1639 0.225
```
Forces are in eV/Å.

***

No. 3
The following is a DFT calculation (wB97M-V/def2-TZVPD) of a molecular structure, C10H11ClF5LaSV in a non-equilibrium geometry.

Results
LUMO (spin up / spin down) (eV): 1.763 / 1.757
Multiplicity: 3
Total energy (eV): -74038.3775
Kohn-Sham gap (spin up / spin down) (Ha): 0.149 / 0.217
HOMO (spin up / spin down) (eV): -2.2992 / -4.1443
Net charge: -1
Molar mass (g/mol): 483.6
Energy relative to the best compared isomer or geometry (same formula, charge and spin) (kcal per mole): 0.0

XYZ file:
```
30
Properties=species:S:1:pos:R:3:forces:R:3:mulliken_spin:R:1
La 0.46369 -1.05181 -0.18371 1.0075 0.9214 -2.1170 0.001
Cl -0.16819 1.74353 -1.45119 -0.5309 0.7848 2.1173 0.030
C -1.77483 -0.91739 0.46246 -1.5150 -0.1159 0.5546 0.007
H -2.02308 -1.66964 1.23031 -0.2071 0.0431 -0.1145 0.000
H -2.41480 -1.06524 -0.42196 -0.0825 0.0526 0.2446 -0.002
H -1.98390 0.07584 0.88829 -0.0470 -0.1338 -0.1166 -0.001
V 0.41972 0.56253 -3.18847 -0.3994 2.0176 -0.8266 2.068
C -0.90753 0.67765 -4.60718 -1.3729 0.0550 -1.5818 -0.084
C 2.04562 1.24957 -4.01916 1.6354 0.6979 -0.8678 -0.091
C 0.70625 -1.17184 -2.75376 0.6173 -4.6801 2.2098 -0.033
H 2.90233 1.03901 -3.36123 0.1806 0.0932 -0.1035 0.012
H 2.22615 0.78324 -4.99904 0.1443 0.0651 0.0923 0.020
H 1.99139 2.34028 -4.16865 0.0927 -0.0538 -0.0028 0.010
H -1.82709 0.16953 -4.28029 -0.1302 0.0198 -0.1388 0.011
H -1.16021 1.72923 -4.81552 -0.0498 -0.0328 -0.0326 0.007
H -0.56852 0.22067 -5.54930 -0.1611 0.0282 0.0557 0.019
H -0.05849 -1.99383 -2.74067 0.0325 0.1556 -0.2741 0.009
H 1.67856 -1.68288 -2.55172 0.1004 0.0608 -0.3664 0.010
F -1.38879 -0.83738 6.13922 0.1317 0.1109 -0.3698 0.000
C -0.71265 -0.47035 5.03340 0.0637 -0.0960 -0.0549 0.000
C -0.45864 0.88391 4.78507 0.0251 0.0826 0.0080 -0.001
F -0.92888 1.82162 5.64017 0.2631 -0.6302 -0.4864 0.000
C 0.27808 1.25482 3.66656 0.1805 -0.1029 -0.3183 0.001
F 0.48943 2.56544 3.40819 -0.1726 -0.9055 0.4249 0.000
C 0.81805 0.29423 2.77395 -0.3261 -0.4314 0.2026 -0.005
S 1.79763 0.76553 1.42208 0.5914 0.4990 0.4549 0.003
C 0.48098 -1.04880 3.04144 0.2539 0.0478 -0.4218 0.009
F 0.88297 -2.07313 2.13320 -0.2318 0.8846 1.6066 0.000
C -0.25939 -1.44333 4.13813 -0.2069 -0.1677 0.1733 -0.001
F -0.54587 -2.75101 4.32938 0.1134 0.7300 0.0493 0.000
```
Forces are in eV/Å.

***

No. 4
The following is a DFT calculation (wB97M-V/def2-TZVPD) of 2 unconnected molecules or ions with the total composition C10H11ClN2O in a non-equilibrium geometry.

Results
LUMO (eV): -1.693
Total energy (eV): -28095.7088
Kohn-Sham gap (Ha): 0.170
HOMO (eV): -6.3205
Molar mass (g/mol): 210.7
Energy relative to the best compared isomer or geometry (same formula, charge and spin) (kcal per mole): 41.9

XYZ file:
```
25
Properties=species:S:1:pos:R:3:forces:R:3:nbo_charge:R:1
C -1.66439 0.17204 2.74358 -0.1923 0.4323 -0.2502 -0.422
N -0.36666 -0.49970 2.92773 1.4248 0.5089 0.4428 -0.263
C -0.32164 -1.97392 2.96851 0.0177 -0.0057 0.0846 -0.432
C 0.71392 0.21107 3.05056 -0.7298 -0.4815 -0.8703 0.226
Cl 2.21277 -0.42381 3.45951 -0.3700 -0.0495 -0.2452 0.163
H -2.43437 -0.60428 2.72007 0.1635 0.3824 -0.0548 0.232
H -1.85498 0.86825 3.57416 0.0974 -0.3884 -0.2115 0.226
H -1.66418 0.74827 1.80782 0.0573 -0.3628 0.1368 0.261
H -1.35471 -2.31344 2.90347 0.2903 -0.1537 0.0220 0.225
H 0.26823 -2.34479 2.12205 -0.1732 0.2402 0.0838 0.272
H 0.13924 -2.30847 3.90463 -0.1794 0.0855 -0.1749 0.230
H 0.69953 1.27939 2.84018 -0.1939 -0.2099 0.2228 0.252
O 1.07219 -0.18794 0.19448 0.0388 -0.2498 1.3882 -0.826
C 0.85703 0.11470 -1.00703 -0.4923 0.5633 -1.9209 0.432
C 0.57375 -0.87893 -2.04050 0.1705 0.4965 0.8609 -0.360
C 0.23770 -0.52561 -3.32410 -0.0594 -0.0113 -0.1786 -0.130
C 0.17161 0.82131 -3.72406 0.0381 0.0246 -0.0274 -0.309
C -0.23120 1.17522 -5.05544 -0.4905 0.4484 -1.6906 0.307
N -0.56972 1.46394 -6.14014 0.6351 -0.5392 2.0327 -0.396
C 0.50012 1.81215 -2.78150 -0.0648 0.1222 -0.1898 -0.141
C 0.84005 1.49274 -1.48971 -0.0103 -0.8642 0.5029 -0.361
H 0.60717 -1.92399 -1.73863 0.0035 0.1261 -0.0862 0.199
H 0.01184 -1.30082 -4.05798 0.0359 0.1696 0.1777 0.210
H 0.47827 2.85762 -3.09282 -0.0087 -0.2295 0.0766 0.211
H 1.07844 2.26899 -0.76485 -0.0084 -0.0546 -0.1313 0.194
```
Forces are in eV/Å.